Entry 1:
ORCA calculation (ωB97M-V/def2-TZVPD) on one molecule with the formula C5H10O.

HOMO energy = -6.486 eV
Calculated total energy = -271.584115 hartree
Energy above the lowest of the compared OMol25 structures with the same formula, charge and spin = 105.7 kcal per mole
Max |F| = 0.0039 Eh/bohr
2S+1 = 1

Geometry as XYZ:
```
16
Properties=species:S:1:pos:R:3:forces:R:3
C 1.8466 -1.0681 0.3600 0.0 0.0 0.0
C 0.8311 0.0084 0.0251 0.2 0.1 0.1
O 0.0272 -0.4446 -1.2446 0.1 0.1 -0.2
C -0.1921 0.2661 1.0035 0.1 -0.2 0.0
C -1.3067 1.1571 0.5100 -0.1 0.1 -0.1
C -1.6774 0.3186 -0.6379 -0.2 0.0 -0.1
H 1.3325 -1.9822 0.6728 0.1 0.1 0.0
H 2.4973 -0.7374 1.1755 -0.1 0.0 -0.1
H 2.4736 -1.3066 -0.5047 -0.1 0.0 0.1
H 1.3288 0.9178 -0.3560 -0.1 -0.1 0.1
H 0.4137 -0.0654 -2.0625 -0.1 -0.1 0.1
H -0.4620 -0.5477 1.6749 0.1 0.1 -0.1
H -2.1144 1.2215 1.2456 0.1 0.0 -0.1
H -0.9974 2.1699 0.2244 0.0 -0.2 0.0
H -1.7839 0.6899 -1.6569 0.0 0.0 0.2
H -2.2169 -0.5973 -0.4294 0.1 0.1 0.0
```
Forces are in eV/Å.


Entry 2:
ORCA calculation (ωB97M-V/def2-TZVPD) on a 23-piece molecular cluster, C2H48O24 overall in a non-equilibrium geometry.

HOMO energy = -3.871 eV
Calculated total energy = -1910.839834 hartree
Total charge = -2
Energy above the lowest of the compared OMol25 structures with the same formula, charge and spin = 13.0 kcal per mole
Max |F| = 0.0501 Eh/bohr
2S+1 = 1

Geometry as XYZ:
```
74
Properties=species:S:1:pos:R:3:forces:R:3
O -0.7583 -0.1308 -1.6059 0.1 0.0 -0.6
C -0.7934 -0.4235 -0.2290 -0.5 1.6 -1.2
C 0.4446 0.1124 0.4894 -1.1 -0.3 1.1
O 0.2992 -0.3857 1.7700 0.1 -0.3 0.7
H -0.9679 -1.4777 -0.1702 0.7 -1.0 1.0
H -1.7409 -0.0150 0.1605 0.7 0.1 0.7
H 0.5293 1.2113 0.5799 -0.3 -0.1 -0.9
H 1.3625 -0.2685 0.0935 0.7 0.0 -0.8
O 0.8652 -1.0490 4.1092 -0.1 -0.3 0.7
H 0.5706 -0.8374 3.1942 0.5 0.0 0.1
H 0.1783 -1.6219 4.4572 -0.1 0.0 0.0
O 1.1918 4.0015 1.6807 0.6 -0.5 -0.2
H 0.2664 3.8440 1.4002 -0.7 0.2 0.8
H 1.3197 4.8784 2.0255 -0.4 0.4 0.0
O -3.8173 0.1899 -0.9199 -0.2 0.3 -0.8
H -2.9647 0.1385 -1.3518 0.2 0.2 -0.8
H -3.5204 0.1385 -0.0182 -0.7 -0.5 1.0
O -0.1516 -2.4296 -3.9772 1.0 -0.5 -0.7
H -0.7958 -2.4596 -3.2764 -1.1 -0.6 0.7
H -0.3139 -1.5513 -4.3100 0.2 0.7 -0.7
O 3.9035 1.1188 1.4859 0.7 -1.5 -1.2
H 3.2297 1.2845 2.1304 -0.9 0.2 1.4
H 3.5705 0.2825 1.0572 0.7 0.8 0.5
O -3.2032 -2.5390 0.2022 -1.0 -0.6 0.8
H -2.5953 -2.2263 0.8805 -0.1 -0.3 0.1
H -2.8319 -2.3896 -0.6565 0.2 0.0 -0.7
O 2.8569 2.5948 -0.4068 -0.6 -0.2 0.2
H 2.9662 2.0134 0.3776 0.7 0.7 -0.5
H 2.2424 2.0782 -0.9618 0.3 0.5 -0.2
O -1.6678 2.2943 -1.1034 -0.3 -0.6 0.3
H -1.3266 1.3714 -1.0347 -0.5 0.5 -0.7
H -0.8606 2.7526 -1.3302 0.5 0.9 -0.2
O -1.5562 -2.2704 2.2849 -1.8 1.2 0.0
H -0.8105 -1.7564 1.9894 1.0 0.7 -0.1
H -1.2397 -3.0411 2.6825 0.9 -1.9 0.6
O 3.6315 -0.5178 -1.5765 0.2 0.4 -0.5
H 2.7095 -0.6896 -1.7836 -0.2 -0.2 -0.3
H 3.6774 -0.9569 -0.7268 0.5 -0.2 0.5
O 1.1552 -3.0295 0.9919 1.3 0.1 1.5
H 0.8469 -2.1281 1.1050 -0.6 0.6 0.3
H 0.8185 -3.3679 0.1792 -0.6 -0.7 -0.6
O 3.3790 -1.5606 0.9440 0.6 -0.4 0.9
H 3.7228 -1.7106 1.8545 -0.6 0.2 -1.0
H 2.5923 -2.1469 0.8314 0.3 -0.2 0.3
O -1.4021 3.2129 1.4383 0.3 0.8 0.3
H -1.7339 2.9199 0.5760 0.0 0.0 -0.6
H -1.4081 2.3911 1.9570 -0.2 -0.1 0.1
O 1.7897 1.6819 3.1078 0.1 -0.1 0.3
H 1.7492 2.4991 2.6034 -0.2 0.7 -0.1
H 1.1777 1.0971 2.6371 -0.1 -0.6 0.1
O -1.7457 0.8292 2.5136 0.1 0.4 0.2
H -0.9782 0.3415 2.0912 0.3 -0.7 -0.5
H -1.2867 0.9095 3.3432 -0.3 0.2 1.2
O -0.0876 -4.1074 -1.0329 -0.4 -1.2 -0.5
H 0.4407 -3.3823 -1.3941 0.2 0.6 -0.6
H -0.0281 -4.8119 -1.6973 -0.1 0.3 0.4
O -0.6823 0.2936 -4.4812 -0.4 -2.5 0.3
H -0.6180 1.1845 -4.6957 0.2 2.5 -0.4
H -0.9764 0.2516 -3.5599 0.1 0.2 0.5
O 0.2593 4.2394 -0.9817 -0.5 0.7 -0.4
H 0.7759 3.9837 -0.2086 0.8 0.0 -0.2
H 0.7756 4.8867 -1.4763 0.1 -0.4 0.3
O 1.1998 -1.8745 -1.7107 1.1 -0.3 1.7
H 0.9798 -1.9138 -2.6206 -0.4 -0.2 -2.0
H 0.5815 -1.2032 -1.3762 -0.2 0.2 -0.5
O -2.2601 -2.1495 -2.2880 0.2 0.0 -0.5
H -2.8590 -1.6392 -2.8614 0.4 -0.1 0.5
H -1.5771 -1.4925 -1.9301 -0.8 0.4 -0.7
O 1.1673 1.6998 -2.2615 0.7 1.0 -0.8
H 0.5989 1.0107 -1.9540 -1.6 -1.2 0.6
H 1.6753 1.2306 -2.9173 0.6 -0.1 -0.4
O -4.1319 -0.1757 1.8994 -0.5 -0.2 -0.1
H -4.5788 0.6417 1.6937 -0.4 0.4 -0.1
H -3.2304 0.1210 2.0684 0.5 0.0 0.6
```
Forces are in eV/Å.


Entry 3:
ORCA calculation (ωB97M-V/def2-TZVPD) on C46H39Br2F3N5O5S2SbZr as an isolated structure.

HOMO energy = -12.757 eV
Calculated total energy = -8957.220244 hartree
Total charge = +2
Energy above the lowest of the compared OMol25 structures with the same formula, charge and spin = 10.6 kcal per mole
Max |F| = 0.0101 Eh/bohr
2S+1 = 1

Geometry as XYZ:
```
104
Properties=species:S:1:pos:R:3:forces:R:3
Zr -0.7836 -0.4244 -0.5350 0.2 0.2 0.4
C 1.8066 0.2037 1.4448 0.0 0.0 0.1
O 0.3696 0.0628 1.3465 0.2 0.0 0.2
C -0.3451 0.0724 2.5472 0.0 0.0 0.0
C 0.1798 -0.2530 3.7774 0.0 0.0 0.1
C -0.6599 -0.1415 4.8821 0.0 0.0 0.0
C -1.9706 0.3017 4.7469 0.0 0.0 0.0
C -2.4752 0.6347 3.4977 0.0 0.0 0.1
C -1.6532 0.4892 2.3964 -0.1 0.2 -0.2
N -1.9682 0.8114 1.0443 0.1 -0.3 0.0
N -2.8077 1.7278 0.8870 -0.1 0.1 0.1
C -2.9726 2.2949 -0.3451 -0.1 0.0 0.0
C -1.9768 2.2404 -1.3237 0.1 0.0 -0.2
O -0.9135 1.4392 -1.2115 -0.2 -0.2 -0.1
C -2.0497 3.0757 -2.4600 0.0 0.0 0.0
C -3.1242 3.8935 -2.6324 0.0 0.0 0.0
C -4.1763 3.9672 -1.6769 0.0 0.0 -0.1
C -5.2765 4.8303 -1.8645 0.0 0.0 0.0
C -6.2579 4.9178 -0.9157 0.0 0.0 0.0
C -6.1693 4.1432 0.2548 0.0 0.0 0.0
C -5.1166 3.2872 0.4559 0.0 0.0 0.0
C -4.0972 3.1836 -0.5091 0.0 0.0 0.1
H 2.0228 0.9724 2.1833 0.0 0.0 0.0
H 2.2587 -0.7456 1.7209 0.0 0.0 0.0
H 2.1622 0.5149 0.4690 0.0 0.0 0.0
H 1.2034 -0.5769 3.9012 0.0 0.0 0.0
H -0.2746 -0.3932 5.8604 0.0 0.0 0.0
H -2.5952 0.3992 5.6239 0.0 0.0 0.0
H -3.4836 0.9998 3.3635 0.0 0.0 0.0
H -1.2393 3.0324 -3.1769 0.0 0.0 0.0
H -3.1817 4.5169 -3.5170 0.0 0.0 0.0
H -5.3288 5.4279 -2.7659 0.0 0.0 0.0
H -7.0952 5.5863 -1.0605 0.0 0.0 0.0
H -6.9392 4.2289 1.0108 0.0 0.0 0.0
H -5.0572 2.6917 1.3563 0.0 0.0 0.0
Br -1.8548 -0.0188 -4.0014 -0.1 0.0 -0.2
C -2.1401 -1.9132 -3.8876 0.0 0.0 0.0
Br -0.8625 -2.7280 -2.6808 0.0 0.1 -0.1
H -1.9920 -2.3647 -4.8606 0.0 0.0 0.0
H -3.1278 -2.1043 -3.4868 0.0 0.0 0.0
F 7.7001 0.9682 -0.9426 0.0 0.0 0.0
C 6.4165 0.8162 -1.2734 0.1 0.0 0.0
C 5.6803 -0.1663 -0.6398 0.0 -0.1 0.0
C 4.3454 -0.3148 -0.9871 0.1 0.1 -0.1
C 3.7619 0.5044 -1.9524 -0.1 0.0 0.0
C 4.5375 1.4806 -2.5782 0.1 0.0 0.1
C 5.8722 1.6429 -2.2386 -0.1 0.0 0.0
Sb 1.7615 0.2009 -2.6005 -0.1 0.0 0.0
C 2.2168 -1.0588 -4.2531 0.0 0.0 0.0
C 3.4341 -1.7387 -4.2417 0.0 0.0 -0.1
C 3.7653 -2.6182 -5.2636 0.0 0.0 0.1
C 2.8673 -2.8001 -6.2953 0.0 0.0 0.0
F 3.1796 -3.6398 -7.2847 0.0 0.0 0.0
C 1.6547 -2.1377 -6.3428 0.0 0.0 0.0
C 1.3300 -1.2738 -5.3093 0.1 0.0 0.0
C 1.4326 2.1098 -3.4453 -0.1 -0.1 0.0
C 1.0791 2.2932 -4.7793 0.0 0.1 0.1
C 0.8077 3.5668 -5.2660 0.0 0.0 0.0
C 0.9050 4.6377 -4.3989 0.0 0.0 0.0
F 0.6401 5.8658 -4.8563 0.0 0.0 0.0
C 1.2665 4.4900 -3.0720 0.0 0.0 0.1
C 1.5214 3.2138 -2.5975 0.0 0.0 -0.1
H 6.1549 -0.7968 0.0999 0.0 0.0 0.0
H 3.7706 -1.0972 -0.5096 -0.1 0.0 0.1
H 4.1087 2.1200 -3.3385 0.0 0.0 0.0
H 6.4899 2.3925 -2.7141 0.0 0.0 0.0
H 4.1503 -1.5734 -3.4466 0.0 0.0 0.0
H 4.7091 -3.1460 -5.2728 0.0 0.0 0.0
H 0.9920 -2.3005 -7.1822 0.0 0.0 0.0
H 0.3775 -0.7636 -5.3430 0.0 0.0 0.0
H 1.0342 1.4537 -5.4598 0.0 0.0 0.0
H 0.5417 3.7369 -6.3005 0.0 0.0 0.0
H 1.3413 5.3631 -2.4381 0.0 0.0 0.0
H 1.8030 3.0876 -1.5576 0.0 0.0 0.0
N -7.7751 0.3744 2.8320 0.0 0.0 0.0
C -6.7326 -0.1407 2.1322 0.0 0.0 0.0
C -5.7170 -0.8592 2.7849 0.0 0.0 0.0
C -4.6442 -1.3591 2.0806 0.0 0.1 -0.1
C -4.5704 -1.1445 0.7066 -0.1 0.0 0.1
C -5.5703 -0.4304 0.0362 0.0 0.0 0.1
C -6.6325 0.0725 0.7438 0.0 0.0 0.0
S -3.3243 -1.8506 -0.2470 0.1 0.0 -0.1
O -3.7788 -2.9999 -0.9596 0.0 0.0 0.0
O -2.8139 -0.7401 -1.1475 0.0 0.0 0.1
N -1.9841 -2.0475 0.5974 0.0 0.2 -0.1
C -1.6720 -3.1666 1.3472 0.0 0.0 0.0
S -2.7413 -4.4310 1.8104 0.0 0.0 0.0
C -1.4488 -5.1841 2.6644 0.0 -0.1 0.0
C -0.3154 -4.4699 2.5266 0.0 0.1 0.0
N -0.4438 -3.3188 1.7748 0.0 0.0 0.0
H -7.9273 0.0918 3.7840 0.0 0.0 0.0
H -8.5734 0.7387 2.3426 0.0 0.0 0.0
H -5.7816 -1.0234 3.8534 0.0 0.0 0.0
H -3.8668 -1.9012 2.6020 0.0 0.0 0.0
H -5.5025 -0.2648 -1.0316 0.0 0.0 0.0
H -7.4018 0.6376 0.2336 0.0 0.0 0.0
H -1.6028 -6.1078 3.1966 0.0 0.0 0.0
H 0.6437 -4.7241 2.9496 0.0 0.0 0.0
C 1.6077 -2.9324 -0.7281 0.1 0.0 0.0
O 0.7900 -1.9741 -0.0305 0.1 -0.4 -0.3
H 2.5282 -3.0939 -0.1673 0.0 0.0 0.0
H 1.8535 -2.5584 -1.7196 0.0 0.0 0.0
H 1.0799 -3.8830 -0.8230 0.0 0.0 0.0
H 0.4280 -2.4892 0.8009 0.0 0.1 0.0
```
Forces are in eV/Å.


Entry 4:
ORCA calculation (ωB97M-V/def2-TZVPD) on a 2-piece molecular cluster, C3H10NPS2 overall in a non-equilibrium geometry.

HOMO energy (alpha / beta) = -8.120 / -8.945 eV
Calculated total energy = -1312.694278 hartree
Energy above the lowest of the compared OMol25 structures with the same formula, charge and spin = 74.2 kcal per mole
Max |F| = 0.0701 Eh/bohr
2S+1 = 1

Geometry as XYZ:
```
17
Properties=species:S:1:pos:R:3:forces:R:3
C -2.3689 0.6818 -0.0770 -0.8 -1.7 3.1
C 4.3845 -0.5336 -0.0647 2.8 1.2 -2.0
C -1.2180 0.8776 -0.9586 0.4 -0.4 -2.6
N 0.2718 0.6446 1.2739 -0.7 -1.4 -0.5
P 0.2074 -0.0556 -0.2825 -0.3 -1.5 0.9
S -0.1561 -2.0055 -0.2180 0.4 0.8 0.0
S 3.8321 1.0663 0.3821 -0.4 0.9 0.1
H -2.5710 -0.4425 0.0920 -0.4 1.6 -1.2
H -2.0104 0.8271 0.9791 -0.9 1.0 -0.8
H -3.2095 1.3188 -0.4068 0.1 -0.6 0.6
H 5.4592 -0.5329 0.3174 -1.3 -0.5 0.0
H 4.6070 -0.5580 -1.1969 -0.8 -0.3 1.6
H 3.7395 -1.2655 0.3272 -0.3 -1.3 0.2
H -0.7862 1.8989 -0.8751 -0.8 -0.2 -0.7
H -1.6223 0.5261 -2.0141 1.8 1.0 1.7
H 0.1292 0.2179 2.1910 0.2 0.0 -0.9
H 0.7577 1.4889 1.2497 1.0 1.4 0.5
```
Forces are in eV/Å.